This record from OMol25 describes a 2-piece molecular cluster, C3H9N2 overall. The level of theory is ωB97M-V/def2-TZVPD.

Cartesian coordinates (Å):
C1 1.19250 0.33113 0.87421
C2 2.19466 -0.44046 0.41370
C3 -2.14349 -0.06437 0.71877
N1 2.58602 -0.45274 -0.86779
N2 -2.84158 0.17928 -0.63468
H1 0.91478 -0.01434 1.88134
H2 0.82095 1.15170 0.37866
H3 2.62472 -1.36837 0.97440
H4 -2.34959 0.93304 1.15814
H5 2.72413 0.42325 -1.40540
H6 3.35384 -1.11279 -0.89437
H7 -2.47500 -0.60368 -1.28336
H8 -2.73626 1.18220 -1.02759
H9 -3.86568 -0.14387 -0.28602

Forces on the atoms, in the same order (eV/Å):
C 0.489 -2.362 3.056
C -0.356 -2.198 0.070
C 0.125 2.571 -1.161
N 2.001 0.275 -0.457
N -1.214 -2.887 0.484
H -0.351 1.131 -0.419
H -0.892 1.657 -0.874
H -1.109 2.025 -0.619
H 0.539 -0.888 1.160
H -0.367 -0.954 0.499
H 0.174 0.355 -1.215
H -0.943 1.952 0.712
H -0.473 -2.156 0.669
H 2.377 1.479 -1.904

As for the spin multiplicity: 3. The total energy comes out at -228.70317 a.u. Its expectation value of S² is 2.02. The value obtained for the HOMO-LUMO gap (alpha / beta) is 9.11 / 4.32 eV. As for the HOMO energy (alpha / beta): -12.7 / -11.4 eV. As for the net charge: +1. Its energy above the lowest of the compared OMol25 structures with the same formula, charge and spin is 59.59 kcal/mol.

---

This record from OMol25 describes CH3N4O as an isolated structure. The level of theory is ωB97M-V/def2-TZVPD.

Cartesian coordinates (Å):
C1 -4.22322 0.26244 0.10215
N1 -3.44344 -0.66727 0.23795
N2 -2.31047 -1.18245 0.01292
N3 -1.20262 -1.37075 -0.10746
N4 0.00950 0.05155 -0.12548
O1 -5.11628 0.93817 -0.08263
H1 -0.30314 1.01961 -0.25863
H2 0.74257 -0.28363 -0.64282
H3 0.50385 0.14296 0.73074

Forces on the atoms, in the same order (eV/Å):
C 0.360 -0.342 -0.917
N 0.306 -0.509 0.776
N -0.836 0.172 -0.049
N -0.426 -1.902 -0.124
N -1.318 3.066 2.084
O -0.374 0.718 0.279
H 0.434 -0.366 -0.977
H 1.798 -0.610 -2.904
H 0.056 -0.228 1.830

As for the spin multiplicity: 1. The total energy comes out at -333.74445 a.u. The value obtained for the HOMO-LUMO gap is 9.89 eV. As for the HOMO energy: -15.1 eV. As for the net charge: +1. Its energy above the lowest of the compared OMol25 structures with the same formula, charge and spin is 55.52 kcal/mol.

---

This record from OMol25 describes a 10-piece molecular cluster, C29H78N4O25P5 overall. The level of theory is ωB97M-V/def2-TZVPD.

Cartesian coordinates (Å):
C1 0.15543 0.60250 0.17134
C2 0.17065 0.07255 1.60682
O1 0.45820 0.96727 2.59273
H1 -0.59043 1.39257 0.04085
H2 -0.01264 -0.17533 -0.57566
H3 1.15384 1.03882 0.03669
H4 0.88161 -0.78421 1.59345
H5 -0.74543 -0.55393 1.73132
C3 1.64174 -2.61026 3.60818
C4 1.56616 -1.95013 4.97777
O2 1.94055 -2.57518 5.96550
N1 1.08305 -0.69829 4.99901
C5 1.05551 0.11611 6.18687
H6 2.43778 -2.19382 2.99202
H7 0.69669 -2.54398 3.06398
H8 1.79867 -3.67558 3.76766
H9 0.85396 -0.21243 4.12811
H10 1.55892 1.07613 6.01920
H11 1.61510 -0.35913 6.98862
H12 0.03827 0.39196 6.46698
C6 3.88098 1.16112 4.00862
C7 4.29095 1.99197 2.80652
O3 5.44997 2.39884 2.67313
N2 3.34763 2.20356 1.88942
C8 3.54633 2.98536 0.68847
H13 3.22578 0.33686 3.72436
H14 3.45985 1.82360 4.76556
H15 4.75142 0.70542 4.47923
H16 2.47067 1.68834 1.95661
H17 2.59913 3.02713 0.15217
H18 4.37887 2.65741 0.06900
H19 3.74002 4.02687 0.96009
C9 -2.66435 -0.65204 3.97354
C10 -2.77710 0.65149 4.72545
O4 -3.81515 0.89114 5.34035
N3 -1.70903 1.46298 4.74620
C11 -1.67129 2.66245 5.56986
H20 -3.02507 -0.55292 2.94382
H21 -3.36035 -1.35997 4.42134
H22 -1.67735 -1.11127 3.90905
H23 -1.01097 1.38123 4.01008
H24 -1.11153 2.43631 6.47717
H25 -2.66222 3.04638 5.79784
H26 -1.19238 3.45921 4.99975
C12 -0.09701 4.49460 1.04258
C13 0.38532 4.94568 2.39077
O5 0.35423 6.14149 2.67849
N4 0.84644 4.00902 3.22667
C14 1.33450 4.31795 4.55068
H27 -0.09725 3.40250 0.97145
H28 0.58288 4.85743 0.27060
H29 -1.09881 4.85038 0.82055
H30 0.79984 3.03345 2.94606
H31 1.45133 3.40180 5.12381
H32 0.66814 4.98834 5.09610
H33 2.28164 4.85763 4.47443
C15 1.59536 -3.97687 0.18907
O6 2.02882 -3.10299 -0.86676
P1 3.10051 -1.99731 -0.48609
O7 4.22966 -2.53088 0.30086
O8 3.50682 -1.37675 -1.89926
C16 4.31584 -2.16473 -2.78406
O9 2.28598 -0.82919 0.18999
C17 2.90501 0.43999 0.41575
H34 0.51029 -3.99281 0.12776
H35 1.97572 -3.70534 1.17120
H36 1.91836 -5.00597 0.01035
H37 3.80160 -2.17908 -3.74116
H38 4.45315 -3.17765 -2.40329
H39 5.31107 -1.72790 -2.84157
H40 2.80390 0.75433 1.45427
H41 2.34553 1.16738 -0.17263
H42 3.96285 0.50272 0.16840
C18 -2.96865 2.40973 1.72952
O10 -3.66838 3.39273 0.95677
P2 -3.76763 3.28509 -0.62351
O11 -4.29150 2.01721 -1.15825
O12 -4.71423 4.50419 -1.03737
C19 -4.39348 5.84022 -0.65855
O13 -2.34341 3.76100 -1.17812
C20 -1.92316 3.24815 -2.45479
H43 -3.67007 1.86680 2.36228
H44 -2.23614 2.94832 2.32596
H45 -2.44056 1.62104 1.18881
H46 -5.33618 6.34262 -0.44891
H47 -3.91811 6.35929 -1.49521
H48 -3.71139 5.89643 0.18978
H49 -1.69086 4.08841 -3.10623
H50 -2.60245 2.51174 -2.87705
H51 -0.97114 2.74109 -2.27006
C21 -1.80035 -3.31314 1.77426
O14 -1.73687 -3.87653 0.45574
P3 -2.88601 -4.86805 -0.02826
O15 -3.88960 -5.20794 0.98949
O16 -3.48686 -4.21605 -1.35066
C22 -4.48156 -4.90435 -2.12082
O17 -2.14132 -6.21472 -0.48972
C23 -1.24363 -6.22149 -1.58078
H52 -1.18555 -3.86019 2.48177
H53 -2.83511 -3.23270 2.11101
H54 -1.50857 -2.26693 1.66424
H55 -4.11362 -5.13073 -3.11806
H56 -5.36801 -4.28045 -2.11570
H57 -4.70904 -5.87317 -1.66866
H58 -1.11959 -7.18909 -2.06725
H59 -0.24576 -5.91798 -1.25596
H60 -1.54213 -5.54494 -2.38795
C24 1.91609 0.36448 -2.98348
O18 2.32109 -0.18357 -4.23005
P4 2.05749 0.56898 -5.61615
O19 2.52041 1.95960 -5.75019
O20 2.70371 -0.41023 -6.68204
C25 4.11566 -0.46034 -6.82042
O21 0.49179 0.39895 -5.83872
C26 -0.45739 1.41179 -5.57554
H61 1.91489 1.45380 -2.97404
H62 2.56296 -0.04406 -2.20913
H63 0.91911 -0.00404 -2.72787
H64 4.65870 0.31323 -6.27650
H65 4.33715 -0.33580 -7.87863
H66 4.52012 -1.41444 -6.48279
H67 0.03220 2.32868 -5.22816
H68 -1.05995 1.13053 -4.70754
H69 -1.07722 1.64064 -6.43800
C27 -1.81833 -2.25114 -6.71451
O22 -1.52808 -1.66677 -5.45174
P5 -2.32109 -2.12076 -4.13587
O23 -3.68937 -2.65784 -4.29408
O24 -1.28880 -3.13802 -3.42997
C28 0.08333 -2.83782 -3.31153
O25 -2.14298 -0.80915 -3.23581
C29 -2.70526 -0.86054 -1.91638
H70 -1.02184 -2.91528 -7.04735
H71 -1.97534 -1.42248 -7.40220
H72 -2.72870 -2.85469 -6.73733
H73 0.40323 -2.56789 -2.30126
H74 0.40755 -2.03347 -3.97466
H75 0.71096 -3.70062 -3.54628
H76 -2.75096 -1.88332 -1.53270
H77 -3.73802 -0.51310 -1.91766
H78 -2.11633 -0.24529 -1.24334

Forces on the atoms, in the same order (eV/Å):
C -0.344 0.817 0.384
C -0.182 -1.977 -0.291
O 0.077 0.800 0.422
H -0.089 -0.012 0.005
H 0.008 -0.059 0.094
H -2.511 0.058 -0.343
H -0.149 0.557 0.193
H -0.529 0.833 0.316
C -0.518 -0.296 0.083
C 0.258 -0.674 -0.058
O -0.100 0.360 0.041
N -0.064 0.388 -0.095
C 0.302 0.583 0.120
H 0.051 0.050 -0.006
H 0.062 0.396 -0.018
H 0.330 0.052 0.072
H -0.016 0.017 -0.283
H 0.056 -0.090 -0.276
H -0.335 -0.259 0.066
H -0.043 -0.390 0.233
C 0.396 -0.097 -0.081
C 1.715 -0.072 0.521
O -0.725 0.034 -0.017
N -0.131 2.634 1.097
C -0.120 1.287 0.602
H -0.422 0.287 0.175
H -0.433 -0.159 -0.117
H 0.201 0.177 -0.271
H -0.544 2.389 1.608
H 0.175 -0.119 -0.154
H -0.077 -0.220 -0.027
H 0.214 -0.047 0.070
C -0.253 -0.493 -0.704
C -0.716 -0.390 0.583
O 0.305 0.082 -0.067
N 0.086 0.535 -0.214
C 0.010 0.050 -0.622
H 0.086 0.282 0.008
H 0.084 0.076 0.225
H 0.146 0.332 0.214
H 0.343 -0.385 -0.118
H -0.053 0.335 0.166
H -0.146 -0.411 0.168
H 0.287 -0.094 0.134
C 0.237 -0.984 -0.239
C -0.257 1.239 -0.117
O 0.114 -0.201 0.200
N -0.176 -0.806 0.203
C 0.232 0.542 -0.102
H -0.083 0.033 -0.006
H -0.037 0.210 0.043
H 0.031 0.185 0.133
H -0.104 -0.191 -0.067
H 0.087 -0.052 -0.088
H -0.200 -0.073 -0.137
H 0.133 -0.178 0.139
C -0.454 -0.780 -0.121
O 0.291 0.403 0.237
P 1.212 -0.311 0.699
O -0.511 0.280 -0.391
O 0.653 -1.486 0.762
C 0.207 -0.285 0.139
O 1.127 -1.053 -1.372
C 0.488 -1.320 -0.406
H -0.021 0.212 0.374
H -0.117 0.314 -0.076
H 0.307 0.187 -0.279
H 0.182 0.019 -0.068
H -0.177 -0.025 -0.001
H -0.099 0.200 -0.172
H -0.030 -3.713 -2.086
H 1.645 -0.355 -0.203
H 0.126 -0.567 -0.089
C 0.329 -0.438 0.638
O 0.106 0.135 -1.008
P -0.922 -0.032 -0.368
O 0.584 0.475 0.214
O 0.197 -0.522 0.581
C 0.087 0.413 -0.321
O -0.407 -0.576 0.185
C 1.185 -0.173 0.339
H -0.184 0.398 0.113
H -0.055 -0.109 0.137
H -0.048 0.385 -0.583
H 0.089 -0.015 0.203
H -0.004 -0.139 -0.023
H -0.191 -0.109 0.128
H -0.408 0.009 -0.134
H -0.280 0.258 -0.009
H -0.054 -0.073 -0.057
C -0.771 1.147 -0.073
O -0.440 -0.502 -0.801
P -0.894 -0.941 0.493
O 0.381 0.245 -0.235
O 1.092 0.218 0.315
C -0.073 -0.726 0.445
O -0.234 0.229 -0.166
C 0.887 0.586 -0.877
H 0.045 -0.079 -0.088
H 0.048 -0.558 0.110
H 0.537 -0.292 0.098
H 0.082 0.550 -0.100
H -0.030 -0.013 -0.291
H -0.140 0.133 0.211
H -0.476 -0.335 0.585
H -0.025 0.071 0.102
H -0.156 0.174 0.231
C -0.954 0.526 0.841
O 0.647 0.010 -0.999
P -0.499 0.724 0.192
O 0.023 -0.361 0.527
O -0.690 -0.216 0.589
C 0.756 0.032 -0.281
O 0.718 -0.760 -0.559
C 0.023 1.028 1.253
H 0.049 0.096 -0.235
H -0.400 1.019 -0.810
H -0.201 0.161 -0.278
H -0.368 0.223 0.078
H 0.022 -0.049 -0.007
H -0.319 -0.155 0.002
H 0.173 0.023 -0.487
H -0.220 -0.451 -0.371
H 0.085 -0.272 -0.117
C -0.507 -0.092 -0.554
O -0.720 -0.190 0.770
P 0.553 0.071 0.563
O 1.294 0.229 0.034
O -1.087 -0.391 -0.341
C 1.373 0.475 0.108
O -0.048 -0.242 -0.848
C -0.781 -0.404 0.600
H 0.310 0.300 0.112
H 0.260 -0.105 -0.186
H -0.097 0.159 0.450
H -0.695 0.083 0.022
H -0.216 0.012 -0.105
H -0.421 -0.267 -0.214
H 0.344 -0.009 -0.088
H 0.131 0.298 -0.200
H 0.105 0.090 -0.198

As for the spin multiplicity: 1. The total energy comes out at -4959.05480 a.u. The value obtained for the HOMO-LUMO gap is 7.77 eV. As for the HOMO energy: -6.0 eV. As for the net charge: -1.

---

Q: spin multiplicity of number 2 (CH3N4O)?
A: 1

---

Q: Among the records above, which one has the lowest net charge?
A: C29H78N4O25P5